DFT (wB97M-V/def2-TZVPD) results for a cluster of 2 separate species, C22H27F3N3O9S in total at a distorted geometry.

```
65
Properties=species:S:1:pos:R:3:forces:R:3
O 4.471354 0.467538 1.551047 0.885 -1.031 -0.312
C -3.992793 3.268559 0.494098 -0.327 0.309 -0.414
F 7.470765 0.231285 1.526531 -0.607 -0.770 -0.541
O 4.636612 -5.371576 -3.022384 0.588 2.122 2.060
F 6.745721 -0.157554 -0.511205 0.290 -0.317 0.764
H -2.761300 -1.905344 -0.439787 -0.097 0.193 0.183
C 4.458039 -3.456169 -1.681696 -0.403 1.284 2.725
H -4.979056 -2.189401 0.966996 0.070 -0.019 -0.236
C -0.972572 -1.399873 1.612336 0.043 -0.048 0.128
C 2.808243 -1.576186 -1.964221 0.668 -0.279 -1.859
H -2.849817 -0.186814 -0.009481 -0.206 -0.448 0.032
H -3.329445 3.411428 2.507279 0.247 -0.230 -0.050
O 6.099737 -5.056002 -1.416694 -1.806 1.076 -1.043
H 5.635991 -3.255553 0.093927 0.060 0.114 -0.117
H -4.272746 4.326760 0.588414 0.094 0.026 -0.072
H -2.879872 -0.765324 2.408899 0.275 -0.547 -0.456
C -2.335001 1.666648 1.831596 0.102 -1.044 0.303
H 0.167266 2.693707 -2.040848 0.108 0.173 0.005
C 3.422231 -2.798926 -2.418266 1.048 -0.070 -2.813
H -4.489864 1.018726 -0.763267 -0.171 -0.041 0.334
O 5.133207 -1.798515 2.446275 0.424 0.448 -0.249
H -2.812510 -2.493091 2.012729 0.134 0.059 -0.266
O 2.774535 -1.811375 -4.212848 -0.517 -0.065 0.776
C -2.918935 3.061500 1.551058 0.718 -0.297 -0.229
C 6.810240 -0.639954 0.749178 0.195 0.134 -0.615
H 3.138973 2.572507 -1.176688 -0.264 0.125 0.006
H -0.412631 0.150903 3.019743 0.189 -0.237 -0.255
H 0.991429 3.898687 -1.008487 -0.322 -0.269 0.284
C -0.711343 1.717188 -0.022833 -1.667 -1.385 1.095
N 3.344092 -2.972059 -3.764433 -0.168 1.517 1.836
O 1.775098 0.068697 -3.488088 1.510 -2.168 0.812
C -0.376336 -0.016664 1.927727 -0.324 0.775 0.132
C -3.158204 -1.198938 0.314595 -0.247 0.024 -0.133
H -2.062623 3.684382 1.296897 -0.050 0.436 -0.105
S 5.042477 -0.847031 1.372612 -2.299 -0.138 0.818
C -1.099510 1.145489 1.304314 -0.846 1.863 -1.487
H 2.462126 3.248789 -2.703479 0.119 -0.752 0.605
H -4.974692 0.202095 1.871644 -0.100 -0.132 -0.365
C -2.508240 -1.492460 1.659510 -0.038 -0.045 0.416
C 2.305488 2.490705 -1.886416 0.389 -0.054 -0.768
H -0.577879 -2.101206 2.354785 0.222 -0.129 -0.155
C 2.993108 -1.112213 -0.627535 0.497 -0.188 1.397
O -1.520746 1.858072 -0.945641 0.943 0.692 0.535
C -5.417932 -0.083248 0.902313 0.233 -0.069 0.047
N 5.097932 -4.683360 -2.075876 1.163 -2.836 -0.772
H -0.612942 -1.698705 0.616368 -0.061 -0.196 0.043
N 2.448923 -0.925062 -3.156618 -1.854 -0.357 0.203
C 4.151511 -1.683881 0.007671 -0.974 1.685 -0.742
H -6.251861 1.051867 -0.700737 0.278 -0.066 -0.048
H -6.061028 3.112657 0.030703 0.129 -0.068 0.279
H 0.675733 0.050726 1.581144 -0.263 -0.226 0.375
H -6.479301 -0.332983 1.077045 0.287 0.096 0.058
C 0.956148 2.839804 -1.301165 -0.161 -0.586 0.178
O 0.610769 2.005155 -0.158092 0.932 0.749 -0.797
C -4.702065 -1.323304 0.348518 0.392 0.151 -0.071
C -5.347001 1.101418 -0.073931 -0.297 0.119 0.025
H -3.543065 3.170598 -0.507406 -0.270 -0.197 0.280
O -2.981226 1.042531 2.710532 0.079 0.487 0.654
C 4.843061 -2.805541 -0.491228 -0.442 -1.658 -1.835
F 7.457833 -1.824036 0.744234 -0.417 1.021 0.020
C -5.331463 2.496889 0.583441 0.265 0.218 -0.380
H 2.326484 1.476263 -2.347972 -0.048 1.211 0.571
H 2.173133 -0.520534 -0.089524 1.790 -0.015 -0.880
H -5.034120 -1.507245 -0.685994 -0.183 -0.038 0.262
H -5.670124 2.458574 1.628686 0.066 -0.094 -0.174
```
Forces are in eV/Å.

- LUMO energy (hartree) = -0.037
- 2S+1 = 1
- energy (eV) = -65128.0231
- maximum force (Eh/bohr) = 0.0615
- orbital gap (eV) = 2.27
- HOMO level (eV) = -3.3
- net charge = -1

Here are the Mulliken charges for atoms 1 to 8, given in e: -0.589, -0.472, -0.206, -0.546, -0.233, 0.419, -0.611, 0.381